Density functional theory data (ωB97M-V with the def2-TZVPD basis set) for a molecular structure, C7H11N4 in a non-equilibrium geometry.

Calculated values
net charge	+1
maximum force	7.552	eV/Å
HOMO (alpha / beta)	-8.8 / -14.1	eV
<S²>	2.0167
frontier orbital gap (alpha / beta)	5.77 / 7.48	eV
multiplicity	3
energy above the lowest of the compared OMol25 structures with the same formula, charge and spin	1.170	eV
DFT total energy	-13386.1763	eV

Structure (XYZ):
```
22
C7H11N4 (ωB97M-V with the def2-TZVPD basis set)
C 0.593 1.653 2.243
H -1.656 -1.695 1.168
H -0.147 -0.240 2.663
H 1.397 -1.889 0.850
N -0.484 -0.068 -1.841
H 1.693 -1.124 -0.692
H -0.976 -0.806 -2.388
C -0.347 -0.910 -0.065
C -1.739 -1.334 0.103
H 0.762 2.092 3.150
C 0.029 0.350 0.628
C 0.674 1.499 0.090
H 0.057 1.435 -3.163
N 1.061 2.259 1.159
H 0.849 -2.772 -0.693
H -2.163 -2.151 -0.346
H 1.148 2.670 -1.559
C 0.010 1.106 -2.066
N 0.745 1.778 -1.216
C 0.942 -1.767 -0.207
N 0.074 0.482 1.973
H -2.523 -0.567 0.211
```